one.
Entry from the Open Molecules 2025 dataset: 2 unconnected molecules or ions with the total composition C12H17NS (the ωB97M-V functional and the def2-TZVPD basis).

Summary:
highest occupied orbital energy: -7.77 eV
gap between HOMO and LUMO: 8.54 eV

Element x y z (Å)
C 4.306 0.062 1.380
C 1.055 -0.366 -0.521
C 2.448 -0.040 -0.525
C 2.925 -0.088 0.820
C 1.880 -0.532 1.565
C 0.330 -0.396 -1.698
C 0.987 -0.131 -2.890
C 2.335 0.211 -2.935
C 3.012 0.323 -1.736
N 0.718 -0.579 0.801
H -0.726 -0.621 -1.750
H 0.393 -0.321 -3.779
H 0.015 -1.199 1.169
H 2.852 0.343 -3.875
H 1.789 -0.860 2.590
H 4.067 0.585 -1.800
H 4.514 1.123 1.468
H 5.059 -0.311 0.705
H 4.384 -0.356 2.352
C -3.015 -0.049 0.100
C -3.678 0.688 -1.061
C -3.786 0.230 2.757
S -2.746 1.037 1.541
H -3.576 -0.895 0.462
H -2.034 -0.454 -0.135
H -4.748 0.708 -0.886
H -3.455 0.153 -1.988
H -3.533 -0.832 2.857
H -3.672 0.678 3.738
H -4.832 0.209 2.438
H -3.269 1.681 -1.164

***

two.
Entry from the Open Molecules 2025 dataset: 2 unconnected molecules or ions with the total composition C12H17NS (the ωB97M-V functional and the def2-TZVPD basis).

Summary:
highest occupied orbital energy: -7.46 eV
gap between HOMO and LUMO: 8.25 eV

Element x y z (Å)
C -3.242 -0.812 0.704
C -3.535 0.066 -0.519
C -0.995 -2.359 -0.083
S -1.467 -1.060 1.104
H -3.712 -0.359 1.593
H -3.750 -1.785 0.687
H -3.017 -0.493 -1.323
H -3.192 1.080 -0.667
H -0.022 -2.267 -0.584
H -0.710 -3.127 0.650
H -1.800 -2.900 -0.582
H -4.619 0.074 -0.603
C 1.882 1.118 2.695
C 0.944 1.132 -0.940
C 1.868 0.780 0.136
C 1.236 1.184 1.337
C 0.011 1.745 1.030
C 2.127 -0.188 -2.491
C 1.061 0.696 -2.265
C 2.995 -0.524 -1.469
C 3.009 0.056 -0.209
N -0.084 1.809 -0.327
H 2.282 -0.597 -3.470
H 0.332 0.821 -3.045
H 3.846 -1.128 -1.750
H 3.821 -0.243 0.444
H -0.985 1.869 -0.779
H -0.679 2.201 1.713
H 2.620 1.932 2.712
H 2.506 0.212 2.716
H 1.267 1.065 3.586

***

Stability verdict: one, ahead by 0.832 eV

***

one.
Entry from the Open Molecules 2025 dataset: a molecular structure, C3H4FNS (the ωB97M-V functional and the def2-TZVPD basis).

Summary:
highest occupied orbital energy (alpha / beta): -8.60 / -8.66 eV
gap between HOMO and LUMO (alpha / beta): 7.65 / 7.51 eV

Element x y z (Å)
C 1.727 -0.631 -1.794
C -1.105 0.752 -1.099
C 0.523 -1.244 -2.131
N 2.661 -0.028 -1.452
F 0.488 -2.574 -2.444
S -1.002 -0.789 -1.751
H 1.549 -2.544 -0.118
H -2.036 1.178 -0.963
H -0.118 1.033 -0.752
H 0.959 -2.988 0.264

***

two.
Entry from the Open Molecules 2025 dataset: 2 unconnected molecules or ions with the total composition C3H4FNS (the ωB97M-V functional and the def2-TZVPD basis).

Summary:
highest occupied orbital energy: -9.15 eV
gap between HOMO and LUMO: 9.66 eV

Element x y z (Å)
C -0.207 -2.033 1.480
C 0.583 -1.515 0.690
C -0.267 1.673 -1.006
N -1.234 1.083 -0.535
F -2.218 0.505 -1.372
S 1.921 -0.712 0.015
H -1.134 -2.371 1.732
H 2.193 -0.443 1.253
H 0.003 1.831 -2.031
H 0.361 1.982 -0.226

***

Stability verdict: one, ahead by 0.837 eV

***

one.
Entry from the Open Molecules 2025 dataset: 2 unconnected molecules or ions with the total composition C2H10NO (the ωB97M-V functional and the def2-TZVPD basis).

Summary:
highest occupied orbital energy: -14.76 eV
total charge: +1
gap between HOMO and LUMO: 11.11 eV

Element x y z (Å)
C 0.636 -1.983 1.372
N 0.688 -0.936 0.289
H -0.191 -0.409 0.254
H 1.410 -0.239 0.460
H 0.874 -1.325 -0.634
H -0.237 -2.595 1.162
H 0.727 -1.520 2.342
H 1.460 -2.671 1.183
C -1.217 1.902 -1.306
O -0.228 1.553 -0.319
H 0.438 2.247 -0.188
H -1.953 1.107 -1.264
H -1.675 2.861 -1.077
H -0.731 2.007 -2.273

***

two.
Entry from the Open Molecules 2025 dataset: 2 unconnected molecules or ions with the total composition C2H10NO (the ωB97M-V functional and the def2-TZVPD basis).

Summary:
highest occupied orbital energy: -15.09 eV
total charge: +1
gap between HOMO and LUMO: 11.31 eV

Element x y z (Å)
N -2.045 0.687 0.574
H -2.530 1.583 0.500
H -2.228 0.047 -0.196
H -0.990 0.799 0.729
H -2.442 0.243 1.404
C 1.395 -0.191 -0.318
O 0.599 0.518 0.662
C 0.586 -1.236 -1.048
H 1.667 0.531 -1.091
H 2.257 -0.608 0.206
H 1.032 1.232 1.124
H 1.214 -1.647 -1.833
H 0.128 -1.964 -0.351
H -0.370 -0.901 -1.450

***

Stability verdict: two, ahead by 0.212 eV

***

one.
Entry from the Open Molecules 2025 dataset: a molecular structure, C4H4ClNO (the ωB97M-V functional and the def2-TZVPD basis).

Summary:
highest occupied orbital energy: -9.35 eV
gap between HOMO and LUMO: 9.46 eV

Element x y z (Å)
C 1.750 -0.574 -0.073
C -0.496 0.538 0.059
C -1.173 -0.580 0.148
C -1.128 1.690 -0.008
H 2.783 0.010 -0.694
H 1.847 -0.809 1.023
H 1.192 -1.295 -0.832
H -0.887 -1.542 0.658
N -1.789 2.637 -0.027
O 0.830 0.563 -0.125
Cl -2.930 -0.637 -0.128

***

two.
Entry from the Open Molecules 2025 dataset: C4H4ClNO in the gas phase (the ωB97M-V functional and the def2-TZVPD basis).

Summary:
highest occupied orbital energy: -9.51 eV
gap between HOMO and LUMO: 8.92 eV

Element x y z (Å)
C -2.233 0.232 -0.339
C 1.255 0.656 0.244
C -0.969 0.417 -0.513
C 1.588 -0.671 0.400
N 0.203 0.385 -0.737
O 2.441 -1.123 -0.281
Cl 0.247 -2.252 0.810
H -3.082 0.801 -0.679
H -2.584 -0.616 0.250
H 1.952 1.171 -0.376
H 1.181 1.001 1.219

***

Stability verdict: one, ahead by 0.286 eV

***

one.
Entry from the Open Molecules 2025 dataset: 3 unconnected molecules or ions with the total composition C5H14O2 (the ωB97M-V functional and the def2-TZVPD basis).

Summary:
highest occupied orbital energy (alpha / beta): -14.03 / -14.03 eV
2S+1: 2
total charge: +1
gap between HOMO and LUMO (alpha / beta): 9.81 / 6.32 eV

Element x y z (Å)
C -1.843 0.440 2.020
C -0.526 0.562 1.348
C -0.028 -0.496 0.539
C 1.230 -0.431 -0.185
C 0.242 1.802 1.578
H -2.142 -0.608 1.954
H -1.763 0.719 3.067
H -2.657 0.999 1.569
H -0.679 -1.361 0.439
H 1.077 -0.852 -1.177
H 1.998 -1.079 0.283
H 1.718 0.527 -0.181
H -0.238 2.462 2.289
H 1.308 1.648 1.810
H 0.353 2.320 0.598
H -0.502 -5.236 -0.990
H -1.487 -4.319 -1.697
O -1.202 -4.596 -0.820
H 0.934 2.196 -4.244
H 2.502 2.698 -4.356
O 1.705 2.607 -3.841

***

two.
Entry from the Open Molecules 2025 dataset: 2 unconnected molecules or ions with the total composition C5H14O2 (the ωB97M-V functional and the def2-TZVPD basis).

Summary:
highest occupied orbital energy (alpha / beta): -14.96 / -14.96 eV
2S+1: 2
total charge: +1
gap between HOMO and LUMO (alpha / beta): 11.29 / 4.84 eV

Element x y z (Å)
C -1.525 -1.012 0.396
O -2.064 -2.129 -0.181
C -0.185 -0.574 -0.139
C 0.634 0.155 0.945
C 0.085 1.541 1.322
C 2.122 0.189 0.617
H -1.531 -1.289 1.475
H -2.358 -0.261 0.311
H -1.589 -2.383 -1.012
H -0.274 -0.038 -1.071
H 0.358 -1.528 -0.224
H 0.594 -0.529 1.797
H 0.335 1.749 2.360
H 0.544 2.306 0.705
H -0.996 1.539 1.186
H 2.360 0.722 -0.304
H 2.639 -0.766 0.588
H 2.597 0.798 1.376
H -0.732 0.062 -2.727
H -0.299 1.156 -3.754
O -0.715 0.293 -3.666

***

Stability verdict: one, ahead by 1.796 eV

***

one.
Entry from the Open Molecules 2025 dataset: a molecular structure, C33H38N6OReS3Te (the ωB97M-V functional and the def2-TZVPD basis).

Summary:
highest occupied orbital energy (alpha / beta): -4.29 / -4.29 eV
total charge: -1
gap between HOMO and LUMO (alpha / beta): 5.25 / 5.25 eV

Element x y z (Å)
Re -0.386 -0.419 0.450
C -3.656 -1.038 0.206
N -2.473 -1.337 -0.610
C -2.512 -2.752 -0.982
C -2.477 -0.521 -1.834
C -2.130 0.904 -1.528
C -2.748 1.940 -2.212
C -2.400 3.257 -1.943
C -1.443 3.539 -0.979
C -0.823 2.504 -0.294
C -1.136 1.164 -0.564
H -4.571 -1.309 -0.336
H -3.686 0.022 0.449
H -3.611 -1.612 1.130
H -3.434 -2.970 -1.538
H -2.474 -3.371 -0.090
H -1.656 -2.985 -1.616
H -3.450 -0.590 -2.341
H -1.722 -0.947 -2.505
H -3.511 1.717 -2.951
H -2.890 4.063 -2.475
H -1.170 4.561 -0.750
H -0.096 2.750 0.464
S 2.219 4.516 1.504
C 1.585 3.007 1.854
S 0.373 2.542 2.900
S 2.352 1.756 0.811
C 1.442 -3.884 -0.183
C 0.443 -2.816 0.110
O -0.359 -2.944 1.038
N 0.384 -1.624 -0.605
Te 3.071 -0.973 -1.960
C 5.000 -1.104 -2.835
C 5.994 -1.892 -2.246
C 5.794 -2.747 -1.020
C 7.276 -1.899 -2.802
C 7.598 -1.153 -3.920
C 8.989 -1.155 -4.493
C 6.596 -0.379 -4.496
C 5.312 -0.335 -3.973
C 4.292 0.546 -4.641
C 1.985 -1.649 -3.647
C 0.969 -0.837 -4.169
C 0.697 0.550 -3.651
C 0.194 -1.317 -5.223
C 0.403 -2.571 -5.777
C -0.445 -3.074 -6.914
C 1.425 -3.352 -5.256
C 2.220 -2.917 -4.199
C 3.314 -3.829 -3.714
H 1.186 -4.766 0.398
H 2.432 -3.523 0.103
H 1.467 -4.107 -1.251
H 4.748 -2.834 -0.736
H 6.328 -2.322 -0.167
H 6.193 -3.749 -1.190
H 8.041 -2.513 -2.335
H 9.644 -1.824 -3.935
H 9.424 -0.155 -4.461
H 8.986 -1.476 -5.537
H 6.824 0.219 -5.373
H 4.746 1.103 -5.460
H 3.871 1.258 -3.928
H 3.461 -0.040 -5.040
H 0.536 0.569 -2.575
H -0.187 0.973 -4.130
H 1.545 1.211 -3.844
H -0.593 -0.684 -5.620
H -1.244 -2.372 -7.149
H -0.900 -4.035 -6.670
H 0.152 -3.217 -7.817
H 1.607 -4.338 -5.673
H 3.087 -4.866 -3.964
H 3.456 -3.750 -2.636
H 4.270 -3.568 -4.176
N 2.057 -0.708 1.821
C 1.467 0.234 1.198
H 2.987 -0.405 2.126
N -1.472 -0.127 2.097
C -2.043 -0.488 3.066
N -2.723 -0.694 4.085
C -3.019 -1.798 4.735
N -3.344 -2.720 5.351

***

two.
Entry from the Open Molecules 2025 dataset: a molecular structure, C33H38N6OReS3Te (the ωB97M-V functional and the def2-TZVPD basis).

Summary:
highest occupied orbital energy: -4.92 eV
total charge: -1
gap between HOMO and LUMO: 6.75 eV

Element x y z (Å)
Re -0.014 -0.187 0.292
C -0.076 -0.961 3.366
N 0.860 -0.444 2.344
C 1.341 0.882 2.811
C 2.054 -1.336 2.267
C 1.747 -2.751 1.858
C 1.981 -3.790 2.751
C 1.728 -5.107 2.398
C 1.233 -5.391 1.134
C 1.005 -4.364 0.233
C 1.259 -3.040 0.578
H 0.419 -0.943 4.342
H -0.366 -1.982 3.131
H -0.964 -0.335 3.393
H 1.788 0.775 3.804
H 0.501 1.569 2.873
H 2.084 1.263 2.114
H 2.524 -1.344 3.258
H 2.748 -0.860 1.572
H 2.369 -3.561 3.738
H 1.906 -5.903 3.110
H 1.010 -6.413 0.855
H 0.587 -4.575 -0.744
S -3.770 -2.501 -1.231
C -2.443 -1.702 -0.685
S -1.625 -2.035 0.816
S -1.690 -0.362 -1.464
C 2.836 1.205 -2.250
C 2.635 0.972 -0.788
O 3.507 1.023 0.052
N 1.335 0.649 -0.416
Te -0.940 3.337 -1.555
C -2.238 5.016 -1.632
C -2.239 5.958 -0.599
C -1.361 5.863 0.619
C -3.122 7.037 -0.673
C -3.994 7.203 -1.734
C -4.943 8.369 -1.793
C -3.983 6.249 -2.745
C -3.132 5.152 -2.709
C -3.213 4.144 -3.823
C 0.078 3.712 -3.380
C 0.137 2.688 -4.338
C -0.502 1.343 -4.119
C 0.825 2.919 -5.527
C 1.442 4.131 -5.794
C 2.177 4.365 -7.086
C 1.370 5.130 -4.831
C 0.705 4.943 -3.624
C 0.677 6.073 -2.633
H 3.871 1.482 -2.439
H 2.164 1.981 -2.616
H 2.578 0.274 -2.762
H -0.395 5.413 0.393
H -1.830 5.239 1.383
H -1.197 6.852 1.047
H -3.121 7.764 0.133
H -4.778 9.054 -0.961
H -5.980 8.031 -1.749
H -4.822 8.929 -2.723
H -4.667 6.352 -3.581
H -4.062 4.362 -4.470
H -3.329 3.135 -3.424
H -2.307 4.146 -4.434
H -1.564 1.439 -3.889
H -0.056 0.809 -3.277
H -0.391 0.717 -5.004
H 0.877 2.123 -6.263
H 2.138 3.484 -7.726
H 3.226 4.603 -6.903
H 1.744 5.202 -7.638
H 1.852 6.084 -5.017
H 1.415 6.830 -2.898
H 0.887 5.714 -1.624
H -0.306 6.548 -2.601
N 1.474 -2.019 -1.589
C 1.013 -1.929 -0.396
H 1.956 -2.916 -1.714
N -1.349 1.159 1.211
C -2.021 1.936 1.766
N -2.788 2.816 2.291
C -2.477 3.299 3.485
N -2.265 3.774 4.520

***

Stability verdict: two, ahead by 3.426 eV